Record 1
Here is a cluster of 3 separate species, C2H9NO3 in total in a non-equilibrium geometry from OMol25. Energies are from the ωB97M-V functional and the def2-TZVPD basis.

The geometry in XYZ format:
```
15
Properties=species:S:1:pos:R:3
C -1.84733 1.90178 -2.28913
C -2.73736 0.93197 -2.90195
N -2.51448 0.52572 -4.21295
O -3.64538 0.37070 -2.26596
H -1.57709 2.67966 -3.08238
H -1.03819 1.53842 -1.77833
H -2.46024 2.37750 -1.49033
H -3.04855 -0.17323 -4.63873
H -1.65918 0.66629 -4.73964
H 3.78177 -2.58023 3.31442
H 5.13574 -2.05312 3.87352
O 4.68330 -2.87742 3.85901
H 1.82972 -0.58725 5.76551
H 2.71120 -1.72765 5.58958
O 2.38607 -0.99314 4.99734
```

Computed properties:
Maximum force: 4.92 eV/Å
SMILES: CC(N)=O.O.O

Results of the natural (NBO) charge analysis, in e, for atoms 1 through 4: number 1, C, carries -0.714; number 2, C, carries 0.662; number 3, N, carries -0.830; number 4, O, carries -0.611

Record 2
Here is a cluster of 3 separate species, C2H9NO4 in total in a non-equilibrium geometry from OMol25. Energies are from the ωB97M-V functional and the def2-TZVPD basis.

The geometry in XYZ format:
```
16
Properties=species:S:1:pos:R:3
O 0.45321 0.89209 -0.97104
C 0.88592 0.71464 0.08488
O 0.16580 0.16428 1.16551
C 2.28587 1.17624 0.51641
N 2.19161 2.63356 0.26192
H -0.82112 0.09996 0.77636
H 2.35882 0.93144 1.58480
H 3.02178 0.54736 0.00327
H 2.70438 2.98165 -0.59367
H 1.28396 3.01554 0.37554
H -2.88726 -0.23786 -0.68753
H -1.56082 0.03262 -1.33574
O -2.05562 -0.09508 -0.49772
H -2.14264 -5.02141 -0.63845
H -2.29672 -3.76496 -0.43057
O -2.81744 -4.50685 -0.25865
```

Computed properties:
Maximum force: 7.06 eV/Å
SMILES: NCC(=O)O.O.O

Results of the natural (NBO) charge analysis, in e, for atoms 1 through 4: number 1, O, carries -0.610; number 2, C, carries 0.796; number 3, O, carries -0.737; number 4, C, carries -0.327

Record 3
Here is a structure of composition C2H9NO4 in a non-equilibrium geometry from OMol25. Energies are from the ωB97M-V functional and the def2-TZVPD basis.

The geometry in XYZ format:
```
16
Properties=species:S:1:pos:R:3
H -0.91643 0.16216 -0.80334
O -1.86628 0.97327 -0.60496
O 0.17379 -0.39906 -0.70333
H -1.64729 1.85055 -1.15614
H -2.19673 0.46018 -1.38826
C 0.92938 -0.63585 0.35788
O 2.14290 -0.54824 0.20196
C 0.35988 -1.11432 1.69504
H 0.72820 -2.18106 1.74182
H 0.73053 -0.52777 2.63003
N -1.12714 -1.19956 1.61667
H -1.50624 -0.63850 0.85637
H -1.50864 -2.14993 1.40108
O 0.19842 2.27304 -1.76121
H 0.47209 1.39456 -1.27352
H 0.80814 2.13565 -2.70187
```

Computed properties:
Charge: +1
Maximum force: 5.25 eV/Å
Spin multiplicity: 2

Results of the natural (NBO) charge analysis, in e, for atoms 1 through 4: number 1, H, carries 0.512; number 2, O, carries -0.867; number 3, O, carries -0.723; number 4, H, carries 0.579

Ordered ΔE to the lowest compared entry with this formula, charge and spin results: 1.593 1.703 2.425; unit eV.